Entry 1:
C37H59CrF5N5O4Si2Te3 | wB97M-V/def2-TZVPD

The calculation puts the relative energy (zero: lowest compared OMol25 entry of this formula, charge and spin) at 0.0 kcal per mole. The frontier orbital gap (spin up / spin down) is 7.3 / 8.4 eV. The spin multiplicity is 3. As for the expectation value of S²: 2.22. As for the total charge: +1. The total energy is -4946.8520 Ha. The value obtained for the max |F| is 0.5 eV/Å.

Each line ends with the Mulliken charge.
Geometry (Å):
Cr 1.57770 -0.24634 -0.68820  0.51
N 1.70962 0.06314 2.82764  0.01
C 3.16729 0.21499 2.88307  1.07
C 3.86522 -1.07193 3.36825  -0.96
C 5.33929 -1.33054 3.01825  -0.54
C 6.37201 -0.22769 3.26226  -1.17
N 6.19343 0.51602 4.51175  -0.14
C 6.01409 1.83212 4.58927  0.73
N 5.69689 2.54993 3.52395  -0.24
N 6.14683 2.42676 5.79178  -0.43
C 3.67899 0.62687 1.50286  -0.25
O 4.59944 1.45553 1.43738  -0.98
O 3.18376 -0.00048 0.52468  -0.28
H 1.34523 -0.11077 3.75799  0.37
H 1.50520 -0.76266 2.27176  -0.53
H 3.38288 1.04088 3.56271  0.44
H 3.30972 -1.91036 2.94080  0.13
H 3.72129 -1.12957 4.45169  0.45
H 5.42006 -1.58010 1.95719  0.25
H 5.63766 -2.23202 3.55919  0.58
H 6.34965 0.49149 2.45132  0.48
H 7.37194 -0.66293 3.27330  0.41
H 6.34930 0.02411 5.37689  0.24
H 5.30702 2.11402 2.63863  0.17
H 5.64712 3.55066 3.61035  0.22
H 6.64799 1.97177 6.53415  0.20
H 5.98267 3.41255 5.88849  0.21
F -0.01347 -0.64465 -4.82836  -0.49
Te 1.48747 -0.85274 -3.66116  0.96
F 2.21890 -2.23319 -4.78390  -0.47
F 2.58041 -1.48171 -1.97908  -0.33
F 2.50662 1.06475 -1.64537  -0.45
F 0.53624 -2.36549 -3.01678  -0.30
O 0.37432 -0.00340 -2.12422  1.08
C -3.43748 -3.09540 -6.91995  -1.70
C -3.05570 -2.60845 -5.55188  0.46
C -2.58446 -3.48607 -4.58906  -0.72
C -2.17612 -3.06052 -3.33080  0.70
C -1.66991 -4.09814 -2.38094  -1.40
C -2.26040 -1.69763 -3.04538  0.65
Te -1.79449 -0.73898 -1.20609  0.07
N -0.19634 -1.17043 -0.05445  -0.11
C 0.49678 -2.25522 0.26539  0.86
O 1.72566 -1.96122 0.39605  -0.98
C 0.04767 -3.63852 0.47329  -0.30
C 0.81787 -4.65868 -0.07966  -0.30
C 0.41687 -5.97359 0.08256  -0.83
C -0.72671 -6.26656 0.81674  -0.57
C -1.46953 -5.24850 1.39951  -0.85
C -1.08480 -3.92836 1.22667  0.25
C -3.27371 -1.78430 -0.04462  0.95
C -4.14456 -2.67106 -0.67005  -0.41
C -5.17534 -3.27388 0.03706  -1.08
C -5.34917 -2.98101 1.37804  -0.84
C -4.50568 -2.06980 1.99513  -0.70
C -3.47130 -1.44931 1.30252  0.86
C -2.62702 -0.43415 2.02149  -1.09
C -2.72552 -0.77660 -3.99550  0.62
C -2.77345 0.70917 -3.76039  -1.57
C -3.12827 -1.26035 -5.23035  -0.87
H -3.77435 -4.13085 -6.89248  0.41
H -2.57517 -3.04427 -7.58782  0.31
H -4.22805 -2.48337 -7.35246  0.40
H -2.51856 -4.54427 -4.81840  0.49
H -2.33666 -4.96162 -2.36823  0.65
H -1.59539 -3.72382 -1.36806  -0.55
H -0.67999 -4.43131 -2.69129  0.54
H 1.69977 -4.40467 -0.65412  0.53
H 0.99431 -6.77201 -0.36394  0.45
H -1.03495 -7.29639 0.94276  0.43
H -2.34814 -5.48106 1.98665  0.47
H -1.65861 -3.13065 1.67822  0.57
H -4.03525 -2.89769 -1.71826  0.47
H -5.83629 -3.96721 -0.46602  0.50
H -6.14660 -3.44690 1.94211  0.40
H -4.65367 -1.82406 3.04014  0.45
H -2.91331 0.57980 1.73067  0.48
H -1.56644 -0.55771 1.79963  -0.37
H -2.76226 -0.51536 3.09958  0.49
H -3.46935 0.98731 -2.96550  0.36
H -3.09969 1.21687 -4.66639  0.47
H -1.78352 1.09043 -3.50296  -0.31
H -3.48795 -0.55496 -5.97051  0.38
C 0.23731 2.91617 -3.97875  -0.62
Si -0.34744 3.84968 -2.47877  -0.06
C -2.05306 3.33605 -1.90481  -0.04
C -0.38265 5.68253 -2.85511  -1.15
C 0.92393 3.68745 -1.08758  -0.63
Te 1.13451 2.18381 0.38678  0.07
C -0.74848 2.38521 1.33110  0.52
Si -0.93611 3.91295 2.43561  0.07
C 0.70988 4.29425 3.24550  -0.96
C -1.53096 5.37926 1.44413  -0.82
C -2.19216 3.47293 3.74792  -1.14
H -0.56363 2.75510 -4.70307  0.34
H 0.63637 1.94754 -3.68702  -0.29
H 1.02919 3.47680 -4.48038  0.47
H -2.76896 3.44486 -2.72303  0.52
H -2.38844 3.97537 -1.08500  0.28
H -2.08858 2.29768 -1.57189  -0.53
H -1.08475 5.89615 -3.66480  0.33
H 0.60074 6.03708 -3.17161  0.35
H -0.69104 6.27112 -1.98768  0.30
H 0.84265 4.58301 -0.46098  0.49
H 1.92211 3.71927 -1.53243  0.71
H -0.78943 1.50531 1.97345  0.00
H -1.54331 2.30819 0.58941  -0.12
H 1.43865 4.68500 2.53122  0.31
H 1.13525 3.39387 3.69804  0.21
H 0.57713 5.04200 4.03087  0.43
H -0.86485 5.61894 0.61260  0.13
H -1.59446 6.26580 2.07928  0.43
H -2.52711 5.19753 1.03446  0.30
H -1.84426 2.63538 4.35747  0.30
H -3.14856 3.18865 3.30242  0.34
H -2.37705 4.31735 4.41555  0.37



Entry 2:
C37H60BrIN8O5PS3Si2Y | wB97M-V/def2-TZVPD

The calculation puts the relative energy (zero: lowest compared OMol25 entry of this formula, charge and spin) at 13.8 kcal per mole. The frontier orbital gap is 6.1 eV. The total energy is -7285.2801 Ha. The value obtained for the max |F| is 0.6 eV/Å.

Each line ends with the Mulliken charge.
Geometry (Å):
Y 0.26814 0.10574 -0.03306  -0.94
C -3.03145 1.15255 3.30513  -0.73
C -1.57859 1.52123 3.43081  0.39
C -1.11953 1.98384 4.65191  -1.35
C 0.21092 2.37600 4.75206  -1.20
C 1.01419 2.33552 3.64348  -0.77
C 0.48457 1.89000 2.40514  0.54
N -0.80028 1.44029 2.33846  0.97
N 1.18525 1.86753 1.25021  0.84
Si 2.56200 2.89358 1.00457  0.14
C 3.08179 2.85229 -0.79603  -0.37
C 2.10430 4.65849 1.44932  -1.14
C 4.14800 2.42905 1.90277  -1.21
H -3.29230 0.34558 3.99132  0.59
H -3.27324 0.84590 2.29537  -0.91
H -3.65534 2.01081 3.56533  0.46
H -1.79086 2.03333 5.49769  0.54
H 0.60992 2.71959 5.69899  0.41
H 2.04784 2.64013 3.70246  0.44
H 2.28078 2.62800 -1.49902  -0.21
H 3.86753 2.10805 -0.94129  -0.03
H 3.49536 3.82384 -1.07645  0.49
H 1.30159 5.00776 0.79389  0.22
H 2.95648 5.32675 1.31022  0.41
H 1.75967 4.76274 2.47767  0.34
H 4.45392 1.42457 1.60622  0.18
H 4.11367 2.47259 2.99177  0.39
H 4.93040 3.11770 1.57135  0.45
C 0.47140 -5.36302 -2.33403  -1.13
C 1.32040 -4.14000 -2.67457  -0.69
C 1.05500 -3.02489 -1.77458  0.30
N 0.86663 -2.15357 -1.05853  0.32
H 0.72797 -6.18236 -3.00297  0.50
H -0.58767 -5.13887 -2.46276  0.20
H 0.63960 -5.68440 -1.30685  0.32
H 1.11741 -3.78387 -3.68691  0.29
H 2.38637 -4.36409 -2.60974  0.29
C -5.68487 -0.26573 -1.74998  -1.06
Si -4.90799 0.45793 -0.19193  0.34
C -6.05457 -0.03450 1.23339  -1.43
C -5.03609 2.33610 -0.27813  -1.04
C -3.15547 -0.09631 -0.02096  0.39
H -6.67214 0.16432 -1.93201  0.42
H -5.81941 -1.34942 -1.68336  0.36
H -5.05731 -0.06903 -2.61894  0.17
H -6.97846 0.54555 1.17386  0.48
H -5.61523 0.15725 2.21436  0.34
H -6.34496 -1.08776 1.19932  0.39
H -6.05820 2.66894 -0.47422  0.47
H -4.39023 2.74008 -1.05803  0.01
H -4.71903 2.78898 0.66535  0.26
H -2.77288 -0.02545 -1.04916  0.09
H -2.61244 0.68969 0.51982  -0.61
C 3.10271 -0.69291 2.99402  -0.91
S 2.19229 -1.40295 1.67069  0.95
O 2.52938 -0.63735 0.44577  -0.22
O 2.51402 -2.80248 1.61984  -0.63
O 0.75719 -1.11312 1.96087  -0.27
H 4.15967 -0.77500 2.75390  0.38
H 2.86656 -1.26140 3.89042  0.42
H 2.80454 0.34501 3.10020  -0.03
Br 4.93260 -1.86764 -1.41757  -0.13
C 5.44264 -0.27248 -2.29340  0.56
C 6.75828 0.14948 -2.14622  -0.56
C 7.19035 1.30788 -2.76950  -0.49
C 6.31146 2.04724 -3.54623  -0.69
C 4.99728 1.63010 -3.68672  -0.42
C 4.55422 0.47027 -3.05792  -0.21
I 2.53828 -0.01708 -3.24325  0.51
H 7.43632 -0.43641 -1.54117  0.41
H 8.21577 1.62913 -2.64626  0.38
H 6.64262 2.95120 -4.03891  0.39
H 4.30375 2.20915 -4.28018  0.42
C -2.68222 -5.10852 0.30943  -0.80
N -3.64782 -3.98775 -0.09569  0.22
C -4.46717 -3.60413 1.14812  -0.53
N -3.64227 -3.30469 2.25762  0.28
C -2.73082 -4.40692 2.53824  -1.02
N -1.88434 -4.71649 1.40152  0.29
C -1.04959 -3.53324 1.04704  -1.53
P -1.97788 -1.82462 0.55422  4.48
C -2.94822 -2.80582 -0.69933  -1.18
C -2.96990 -2.00305 2.12207  -1.41
H -2.07849 -5.32261 -0.57276  0.16
H -3.31092 -5.96763 0.55887  0.41
H -4.29474 -4.36174 -0.78901  0.39
H -5.09801 -4.47225 1.35453  0.38
H -5.07434 -2.74472 0.86448  -0.08
H -3.31941 -5.29166 2.80305  0.32
H -2.10160 -4.13229 3.38290  0.39
H -0.40593 -3.84203 0.22328  -0.08
H -0.38556 -3.33087 1.88968  0.60
H -2.26618 -3.17913 -1.46718  0.20
H -3.70812 -2.18305 -1.16608  0.13
H -3.73406 -1.23220 2.15478  0.14
H -2.29675 -1.87685 2.97329  0.43
C -3.33223 2.02121 -4.00762  -1.08
O -2.62300 1.02097 -3.27191  -0.16
C -1.47661 0.56403 -3.78320  -0.12
S -0.87261 1.11752 -5.21356  -0.22
S -0.70751 -0.65675 -2.80219  -0.19
H -4.22937 2.21842 -3.42866  0.22
H -3.58312 1.65625 -5.00347  0.39
H -2.72760 2.92333 -4.10671  0.43
N -2.58616 4.81170 1.77756  -0.16
C -2.52063 5.24291 0.48942  0.01
O -3.05694 6.26471 0.10789  -0.69
C -1.72306 4.38756 -0.44654  -0.12
C -1.20215 4.94130 -1.61158  -0.64
C -0.43393 4.13803 -2.43157  -1.98
C -0.21032 2.81857 -2.06000  -0.83
N -0.73354 2.27201 -0.96359  2.19
C -1.48258 3.05370 -0.18349  -0.34
H -3.03789 5.42652 2.43328  0.27
H -1.94907 4.11984 2.13664  0.11
H -1.40804 5.97760 -1.84293  0.52
H -0.00554 4.50553 -3.35265  0.56
H 0.39538 2.17761 -2.68691  0.86
H -1.89482 2.57464 0.69189  0.01